*1*
Entry from the OMol25 dataset: 4 unconnected molecules or ions with the total composition C3H14NO4 (the ωB97M-V functional and the def2-TZVPD basis).

CARTESIAN COORDINATES (ANGSTROEM)
C: -0.428 -0.574 -1.528
O: 0.435 -0.088 -0.540
C: -1.720 -1.058 -0.740
C: -1.360 -2.310 0.001
N: -1.942 -0.112 0.419
H: 0.071 -1.327 -2.090
H: -0.570 0.062 -2.297
H: -2.626 -1.233 -1.398
H: -1.599 -3.177 -0.808
H: -0.340 -2.249 0.251
H: -1.785 -2.551 0.923
H: -0.877 0.225 0.612
H: -2.495 0.605 0.306
H: 1.878 -0.267 0.644
H: 2.738 -0.858 1.851
O: 2.797 -0.445 0.939
H: 1.533 1.012 2.147
H: 1.218 1.763 0.833
O: 1.112 1.857 1.833
H: 0.727 1.470 -0.876
H: -0.542 1.849 -0.744
O: 0.319 2.314 -0.816

HOMO-LUMO gap in eV: 8.01
Charge: -1
Molar mass in g/mol: 128.148
HOMO level in eV: -4.21
E_LUMO in Ha: 0.140
Spin multiplicity: 1


*2*
Entry from the OMol25 dataset: 4 unconnected molecules or ions with the total composition C3H14NO4 (the ωB97M-V functional and the def2-TZVPD basis).

CARTESIAN COORDINATES (ANGSTROEM)
C: -0.700 -0.444 0.124
O: 0.516 0.030 0.627
C: -0.935 -0.404 -1.453
C: -1.675 0.850 -2.028
N: 0.280 -0.943 -2.149
H: -1.518 0.029 0.457
H: -0.716 -1.602 0.326
H: -1.587 -1.314 -1.644
H: -1.953 1.521 -1.100
H: -0.847 1.406 -2.833
H: -2.508 0.719 -2.634
H: 0.348 -0.515 -3.075
H: 1.038 -0.724 -1.523
H: 1.452 -3.049 0.846
H: 0.858 -1.501 1.472
O: 0.798 -2.600 1.578
H: -0.850 0.198 3.070
H: 0.259 0.810 2.423
O: -0.456 1.014 3.099
H: 1.075 1.554 -0.238
H: 2.004 2.581 0.480
O: 1.748 2.365 -0.409

HOMO-LUMO gap in eV: 8.45
Charge: -1
Molar mass in g/mol: 128.148
HOMO level in eV: -4.58
E_LUMO in Ha: 0.142
Spin multiplicity: 1


*2* is favored, and the nearest alternative lies 0.059 eV above it.


*1*
Entry from the OMol25 dataset: C5H7NO3 in the gas phase (the ωB97M-V functional and the def2-TZVPD basis).

CARTESIAN COORDINATES (ANGSTROEM)
C: -0.392 0.265 1.017
C: 0.180 0.150 -0.387
C: -0.808 -0.025 -1.498
O: -0.831 -1.471 -1.731
C: 0.090 -2.095 -1.047
O: 0.240 -3.307 -0.960
N: 0.893 -1.136 -0.457
C: 1.973 -1.536 0.236
O: 2.717 -0.687 0.996
H: -1.146 -0.607 1.001
H: -0.876 1.360 1.066
H: 0.239 0.050 1.795
H: 0.968 0.912 -0.573
H: -1.852 0.054 -1.024
H: -0.502 0.447 -2.426
H: 2.357 -2.537 -0.145

HOMO-LUMO gap in eV: 10.79
Charge: 0
Molar mass in g/mol: 129.115
HOMO level in eV: -10.24
E_LUMO in Ha: 0.020
SMILES string: C[C@@H]1COC(=O)N1C=O
Spin multiplicity: 1


*2*
Entry from the OMol25 dataset: 2 unconnected molecules or ions with the total composition C5H7NO3 (the ωB97M-V functional and the def2-TZVPD basis).

CARTESIAN COORDINATES (ANGSTROEM)
C: -0.945 0.170 1.787
C: -0.892 0.202 0.482
O: -0.425 1.306 -0.178
C: -1.450 -0.944 -0.287
C: -1.069 -1.165 -1.655
O: -2.137 -1.746 0.311
H: -1.212 -0.782 2.348
H: -0.406 0.979 2.261
H: -0.180 1.964 0.588
H: -0.023 -1.168 -1.792
H: -1.414 -0.371 -2.284
H: -1.542 -2.014 -2.157
C: 2.922 1.363 -0.292
N: 2.945 0.444 0.428
O: 3.099 -0.642 0.907
H: 2.728 2.405 -0.468

HOMO-LUMO gap in eV: 9.88
Charge: 0
Molar mass in g/mol: 129.115
HOMO level in eV: -9.44
E_LUMO in Ha: 0.016
SMILES string: C=C(O)C(C)=O.C#[N+][O-]
Spin multiplicity: 1


*3*
Entry from the OMol25 dataset: 2 unconnected molecules or ions with the total composition C5H7NO3 (the ωB97M-V functional and the def2-TZVPD basis).

CARTESIAN COORDINATES (ANGSTROEM)
N: 3.569 1.281 3.658
C: 2.933 0.317 3.712
C: 2.065 -0.867 3.770
C: 2.192 -1.764 2.554
C: 1.774 -1.191 1.231
O: 1.150 -0.165 1.125
C: 2.074 -3.228 2.689
O: 3.325 -2.609 2.477
H: 1.023 -0.528 3.861
H: 2.311 -1.435 4.677
H: 2.052 -1.812 0.352
H: 1.904 -3.642 3.687
H: 1.691 -3.819 1.851
O: -1.928 -4.354 -0.874
H: -1.989 -4.924 -0.101
H: -1.333 -4.803 -1.490

HOMO-LUMO gap in eV: 10.77
Charge: 0
Molar mass in g/mol: 129.115
HOMO level in eV: -10.51
E_LUMO in Ha: 0.010
SMILES string: N#CC[C@]1(C=O)CO1.O
Spin multiplicity: 1


*1* is favored, and the nearest alternative lies 1.003 eV above it.


*1*
Entry from the OMol25 dataset: 2 unconnected molecules or ions with the total composition C5H7NO3 (the ωB97M-V functional and the def2-TZVPD basis).

CARTESIAN COORDINATES (ANGSTROEM)
N: 1.738 -0.696 -0.571
C: 0.885 -0.005 -0.951
C: -0.228 0.649 -1.386
C: -1.128 0.169 -2.276
O: -0.956 -0.902 -3.028
O: -2.251 0.829 -2.650
H: -0.607 1.597 -0.938
H: -0.312 -1.605 -2.726
H: -2.106 1.740 -2.317
C: 0.932 -0.732 2.908
C: 0.530 0.350 1.777
O: -0.641 0.495 1.453
H: 1.915 -1.096 2.875
H: 0.198 -1.534 2.694
H: 0.744 -0.256 3.857
H: 1.289 0.997 1.279

HOMO-LUMO gap in eV: 9.59
Charge: 0
Molar mass in g/mol: 129.115
HOMO level in eV: -9.16
E_LUMO in Ha: 0.016
SMILES string: N#CC=C(O)O.CC=O
Spin multiplicity: 1


*2*
Entry from the OMol25 dataset: a molecular structure, C5H7NO3 (the ωB97M-V functional and the def2-TZVPD basis).

CARTESIAN COORDINATES (ANGSTROEM)
C: -0.815 -1.005 1.731
C: -0.945 -0.794 0.408
C: 0.302 -1.135 -0.152
C: 2.121 1.413 -0.575
C: -1.971 -0.194 -0.356
N: 0.572 0.507 -1.201
O: 1.140 -1.976 -0.215
O: 0.764 1.478 -0.238
O: 1.898 0.465 -1.530
H: -1.658 -0.440 2.323
H: -0.068 -1.636 2.097
H: 2.651 2.284 -0.849
H: 2.803 1.134 0.314
H: -1.504 0.174 -1.320
H: -2.456 0.607 0.066
H: -2.834 -0.884 -0.503

HOMO-LUMO gap (alpha / beta) in eV: 7.78 / 7.78
Charge: 0
Molar mass in g/mol: 129.115
HOMO level (alpha / beta) in eV: -7.50 / -7.50
E_LUMO (alpha / beta) in Ha: 0.010 / 0.010
Spin multiplicity: 1


*1* is favored, and the nearest alternative lies 5.634 eV above it.


*1*
Entry from the OMol25 dataset: 2 unconnected molecules or ions with the total composition C3H11NO2S (the ωB97M-V functional and the def2-TZVPD basis).

CARTESIAN COORDINATES (ANGSTROEM)
O: -1.943 -1.991 -1.495
C: -1.830 -0.739 -2.144
N: -0.616 -0.024 -1.896
C: -0.440 0.435 -0.523
C: 0.741 1.389 -0.418
S: 0.876 2.143 1.195
H: -1.394 -1.975 -0.699
H: -2.655 -0.096 -1.821
H: -1.898 -0.943 -3.208
H: 0.176 -0.562 -2.218
H: -0.253 -0.383 0.175
H: -1.384 0.891 -0.229
H: 0.643 2.116 -1.231
H: 1.635 0.820 -0.690
H: 1.431 1.107 1.827
O: 2.263 -0.624 4.841
H: 3.046 -0.543 4.276
H: 1.604 -1.021 4.258

HOMO-LUMO gap in eV: 9.66
Charge: 0
Molar mass in g/mol: 125.193
HOMO level in eV: -9.38
E_LUMO in Ha: 0.010
SMILES string: OCNCCS.O
Spin multiplicity: 1


*2*
Entry from the OMol25 dataset: 2 unconnected molecules or ions with the total composition C3H11NO2S (the ωB97M-V functional and the def2-TZVPD basis).

CARTESIAN COORDINATES (ANGSTROEM)
N: -0.780 -1.611 1.002
C: -0.101 -0.827 -0.078
C: 0.781 -1.827 -0.861
O: 1.439 -2.713 0.032
C: -1.081 -0.157 -1.011
S: -1.976 1.290 -0.340
H: -1.746 -1.793 0.753
H: -0.804 -1.042 1.838
H: 0.532 -0.120 0.435
H: 0.171 -2.417 -1.546
H: 1.600 -1.270 -1.317
H: 0.765 -2.936 0.696
H: -0.599 0.210 -1.919
H: -1.868 -0.862 -1.279
H: -0.953 2.152 -0.385
O: 3.216 3.674 1.395
H: 3.067 2.893 0.845
H: 2.411 4.171 1.197

HOMO-LUMO gap in eV: 9.70
Charge: 0
Molar mass in g/mol: 125.193
HOMO level in eV: -9.50
E_LUMO in Ha: 0.007
SMILES string: N[C@@H](CO)CS.O
Spin multiplicity: 1


*2* is favored, and the nearest alternative lies 0.196 eV above it.


*1*
Entry from the OMol25 dataset: a molecular structure, C25H23Cl5N2O7PdSe2 (the ωB97M-V functional and the def2-TZVPD basis).

CARTESIAN COORDINATES (ANGSTROEM)
Pd: 1.066 -0.806 -1.282
O: 1.299 -0.277 4.934
C: 2.540 -0.184 4.251
C: 2.361 0.729 3.032
C: 1.877 2.086 3.537
O: 1.908 3.021 2.471
C: 1.357 0.046 2.104
Se: 1.315 0.890 0.348
C: 3.736 0.852 2.354
Se: 3.657 1.118 0.406
H: 1.355 -0.969 5.598
H: 2.875 -1.168 3.906
H: 3.314 0.234 4.906
H: 2.541 2.409 4.349
H: 0.870 1.978 3.946
H: 1.444 3.820 2.737
H: 0.343 0.090 2.501
H: 1.638 -0.991 1.960
H: 4.314 -0.063 2.485
H: 4.285 1.689 2.781
C: -3.088 2.186 -2.785
O: -2.295 1.451 -3.701
C: -2.685 1.409 -4.987
C: -3.909 1.851 -5.472
C: -4.195 1.740 -6.828
C: -3.278 1.197 -7.711
C: -2.053 0.751 -7.228
C: -1.764 0.850 -5.882
N: -0.497 0.410 -5.386
C: -0.271 -0.616 -4.605
C: -1.114 -1.636 -4.134
C: -2.452 -1.879 -4.542
C: -3.156 -2.928 -4.027
C: -2.539 -3.785 -3.088
C: -1.252 -3.590 -2.674
C: -0.493 -2.488 -3.156
O: 0.699 -2.271 -2.723
H: -2.505 2.244 -1.870
H: -4.038 1.682 -2.590
H: -3.274 3.198 -3.152
H: -4.639 2.277 -4.800
H: -5.153 2.087 -7.193
H: -3.508 1.116 -8.764
H: -1.317 0.317 -7.892
H: 0.295 1.046 -5.483
H: 0.759 -0.695 -4.269
H: -2.916 -1.241 -5.281
H: -4.174 -3.111 -4.341
H: -3.106 -4.617 -2.687
H: -0.777 -4.240 -1.951
Cl: -2.144 -0.527 -0.876
C: -1.378 -1.796 0.031
C: 0.003 -1.921 -0.046
C: 0.592 -2.963 0.658
Cl: 2.316 -3.139 0.571
C: -0.155 -3.851 1.427
Cl: 0.615 -5.117 2.302
C: -1.541 -3.704 1.483
Cl: -2.486 -4.796 2.422
C: -2.158 -2.674 0.779
Cl: -3.870 -2.501 0.822
O: 1.932 1.641 -4.387
N: 1.562 1.304 -3.260
O: 2.211 0.353 -2.675
O: 0.590 1.809 -2.701

HOMO-LUMO gap in eV: 7.58
Charge: 0
Molar mass in g/mol: 905.071
HOMO level in eV: -8.06
E_LUMO in Ha: -0.018
Spin multiplicity: 1


*2*
Entry from the OMol25 dataset: a molecular structure, C25H23Cl5N2O7PdSe2 (the ωB97M-V functional and the def2-TZVPD basis).

CARTESIAN COORDINATES (ANGSTROEM)
Pd: -0.094 -1.377 0.570
O: 2.025 -5.602 -1.641
C: 2.645 -4.339 -1.524
C: 3.054 -4.075 -0.060
C: 4.086 -5.148 0.371
O: 3.533 -6.420 0.523
C: 3.727 -2.709 0.021
Se: 2.571 -1.238 -0.609
C: 1.818 -4.195 0.855
Se: 1.301 -2.643 1.970
H: 1.436 -5.604 -2.402
H: 1.973 -3.537 -1.855
H: 3.546 -4.300 -2.155
H: 4.512 -4.894 1.347
H: 4.901 -5.160 -0.369
H: 3.043 -6.633 -0.283
H: 4.626 -2.677 -0.594
H: 4.003 -2.491 1.057
H: 1.984 -5.010 1.564
H: 0.936 -4.444 0.265
C: -2.988 3.695 1.290
O: -1.622 3.981 1.086
C: -1.251 5.239 0.780
C: -2.123 6.298 0.557
C: -1.643 7.564 0.267
C: -0.278 7.806 0.226
C: 0.607 6.778 0.483
C: 0.148 5.486 0.748
N: 1.041 4.481 1.060
C: 0.946 3.163 0.716
C: 0.470 2.679 -0.503
C: 0.058 3.462 -1.597
C: -0.261 2.892 -2.814
C: -0.191 1.514 -3.000
C: 0.188 0.701 -1.948
C: 0.496 1.236 -0.685
O: 0.838 0.488 0.313
H: -3.022 2.671 1.652
H: -3.550 3.758 0.355
H: -3.428 4.366 2.035
H: -3.186 6.132 0.622
H: -2.339 8.369 0.091
H: 0.095 8.793 0.001
H: 1.672 6.959 0.470
H: 1.842 4.754 1.614
H: 1.377 2.457 1.412
H: 0.023 4.537 -1.487
H: -0.565 3.527 -3.634
H: -0.419 1.077 -3.959
H: 0.237 -0.377 -2.078
Cl: -1.686 -2.078 3.206
C: -2.146 -3.035 1.855
C: -1.352 -2.899 0.728
C: -1.688 -3.594 -0.419
Cl: -0.699 -3.233 -1.773
C: -2.777 -4.455 -0.461
Cl: -3.174 -5.301 -1.898
C: -3.558 -4.597 0.691
Cl: -4.921 -5.637 0.672
C: -3.251 -3.883 1.853
Cl: -4.236 -4.016 3.247
O: -3.336 0.809 -0.020
N: -2.347 0.205 0.303
O: -1.820 -0.611 -0.510
O: -1.809 0.329 1.402

HOMO-LUMO gap (alpha / beta) in eV: 5.56 / 5.96
Charge: 0
Molar mass in g/mol: 905.071
HOMO level (alpha / beta) in eV: -7.92 / -8.12
E_LUMO (alpha / beta) in Ha: -0.087 / -0.079
Spin multiplicity: 1


*1* is favored, and the nearest alternative lies 3.189 eV above it.


*1*
Entry from the OMol25 dataset: a molecular structure, C2H2ClI (the ωB97M-V functional and the def2-TZVPD basis).

CARTESIAN COORDINATES (ANGSTROEM)
C: -0.571 -0.865 0.724
C: 0.326 0.615 -0.261
Cl: 0.566 2.145 0.441
I: 0.486 0.482 -2.388
H: -0.769 -1.534 -0.146
H: -0.038 -0.844 1.631

HOMO-LUMO gap (alpha / beta) in eV: 9.34 / 7.54
Charge: 0
Molar mass in g/mol: 188.395
HOMO level (alpha / beta) in eV: -9.69 / -8.19
E_LUMO (alpha / beta) in Ha: -0.013 / -0.024
Spin multiplicity: 1


*2*
Entry from the OMol25 dataset: C2H2ClI in the gas phase (the ωB97M-V functional and the def2-TZVPD basis).

CARTESIAN COORDINATES (ANGSTROEM)
C: 0.125 0.337 0.306
C: 0.191 1.495 0.977
Cl: -0.168 3.093 0.249
I: 0.888 1.491 2.892
H: 0.020 -0.378 1.014
H: -0.033 0.118 -0.709

HOMO-LUMO gap in eV: 9.65
Charge: 0
Molar mass in g/mol: 188.395
HOMO level in eV: -9.32
E_LUMO in Ha: 0.012
SMILES string: C=C(Cl)I
Spin multiplicity: 1


*2* is favored, and the nearest alternative lies 4.113 eV above it.


*1*
Entry from the OMol25 dataset: a gas-phase ion, C5H7N2O3 (charge -1) (the ωB97M-V functional and the def2-TZVPD basis).

CARTESIAN COORDINATES (ANGSTROEM)
C: -0.140 -0.316 -1.542
C: 1.143 1.905 0.572
C: -0.440 -0.686 -0.055
C: -1.759 -0.734 0.509
C: 0.750 -1.261 0.650
N: 0.197 0.965 -1.338
N: -0.029 1.301 -0.006
O: 1.873 2.541 -0.257
O: -0.232 -0.934 -2.589
O: 1.328 1.842 1.828
H: -1.700 -1.017 1.580
H: -2.313 -1.436 -0.237
H: -2.337 0.246 0.229
H: 1.011 -2.170 0.117
H: 0.457 -1.603 1.640
H: 1.583 -0.389 0.775
H: 0.606 1.746 -1.876

HOMO-LUMO gap (alpha / beta) in eV: 7.61 / 7.61
Charge: -1
Molar mass in g/mol: 143.122
HOMO level (alpha / beta) in eV: -4.06 / -4.06
E_LUMO (alpha / beta) in Ha: 0.130 / 0.130
Spin multiplicity: 1


*2*
Entry from the OMol25 dataset: 2 unconnected molecules or ions with the total composition C5H7N2O3 (the ωB97M-V functional and the def2-TZVPD basis).

CARTESIAN COORDINATES (ANGSTROEM)
C: 0.007 -1.145 -0.128
C: -0.012 -2.585 -0.034
C: 0.142 2.765 -1.219
C: 0.225 -0.294 0.890
C: 0.746 -0.552 2.256
N: -1.180 1.035 -2.244
N: -1.084 2.163 -1.733
O: 0.491 2.556 -0.048
O: 0.544 3.478 -2.129
O: 0.144 -3.279 0.963
H: -0.299 -0.659 -1.142
H: -0.198 -3.177 -0.993
H: 0.207 0.716 0.439
H: 1.427 -1.464 2.271
H: -0.126 -0.733 3.050
H: 1.134 0.289 2.621
H: -2.169 0.888 -2.821

HOMO-LUMO gap in eV: 7.89
Charge: -1
Molar mass in g/mol: 143.122
HOMO level in eV: -4.42
E_LUMO in Ha: 0.127
Spin multiplicity: 1


*1* is favored, and the nearest alternative lies 0.109 eV above it.